(1)
Formula: C28H77N7O7
Source: the OMol25 dataset
Level of theory: the ωB97M-V functional and the def2-TZVPD basis

Values from the calculation:
Structure (SMILES): COC[C@H](C)N.COC[C@H](C)N.COC[C@H](C)N.COC[C@H](C)N.COC[C@H](C)N.COC[C@H](C)N.COC[C@H](C)N
Multiplicity: 1

Cartesian coordinates (Å):
C1 30.509 -6.607 2.179
O1 29.155 -6.281 2.084
C2 28.362 -7.350 1.599
C3 26.944 -7.165 2.107
C4 26.092 -8.382 1.815
N1 26.318 -6.031 1.355
H1 30.651 -7.487 2.821
H2 31.109 -5.809 2.615
H3 30.991 -6.846 1.222
H4 28.431 -7.349 0.504
H5 28.761 -8.332 1.880
H6 26.913 -6.838 3.150
H7 26.663 -9.287 2.060
H8 25.992 -8.468 0.729
H9 25.087 -8.397 2.226
H10 25.584 -5.655 1.950
H11 27.006 -5.276 1.327
C5 21.842 -16.020 8.180
O2 22.377 -16.077 6.854
C6 21.375 -15.916 5.870
C7 20.412 -17.093 5.757
C8 21.185 -18.418 5.640
N2 19.476 -16.893 4.638
H12 21.473 -17.007 8.463
H13 21.119 -15.206 8.262
H14 22.679 -15.752 8.828
H15 20.796 -14.992 6.003
H16 21.925 -15.811 4.929
H17 19.829 -17.145 6.684
H18 21.852 -18.330 4.779
H19 20.531 -19.274 5.463
H20 21.721 -18.610 6.570
H21 19.860 -17.399 3.839
H22 18.673 -17.485 4.846
C9 24.406 -12.146 3.161
O3 24.139 -11.872 4.520
C10 23.109 -12.644 5.060
C11 22.774 -12.111 6.442
C12 22.190 -10.677 6.436
N3 24.026 -12.109 7.224
H23 25.232 -12.850 3.048
H24 24.642 -11.191 2.686
H25 23.576 -12.505 2.545
H26 22.219 -12.677 4.417
H27 23.390 -13.698 5.226
H28 22.099 -12.772 6.993
H29 21.191 -10.673 5.983
H30 22.844 -9.974 5.921
H31 22.030 -10.327 7.455
H32 23.947 -11.713 8.152
H33 24.647 -11.500 6.696
C13 25.091 -18.108 7.552
O4 26.238 -17.736 6.817
C14 26.859 -16.535 7.233
C15 26.162 -15.244 6.790
C16 27.107 -14.047 6.672
N4 25.072 -14.866 7.709
H34 24.241 -17.527 7.185
H35 25.183 -17.876 8.620
H36 24.860 -19.169 7.476
H37 27.074 -16.474 8.305
H38 27.807 -16.616 6.691
H39 25.790 -15.333 5.757
H40 27.992 -14.260 6.064
H41 27.586 -13.831 7.636
H42 26.574 -13.170 6.317
H43 24.721 -13.927 7.448
H44 24.285 -15.453 7.438
C17 23.743 -12.258 -0.757
O5 23.017 -11.538 0.204
C18 22.550 -10.289 -0.230
C19 22.325 -9.409 1.004
C20 21.407 -9.948 2.090
N5 21.916 -8.041 0.607
H45 24.736 -11.811 -0.898
H46 23.350 -12.314 -1.778
H47 23.922 -13.276 -0.416
H48 23.238 -9.733 -0.882
H49 21.629 -10.417 -0.822
H50 23.296 -9.316 1.498
H51 21.883 -10.696 2.726
H52 20.552 -10.452 1.623
H53 21.018 -9.193 2.772
H54 22.704 -7.570 0.176
H55 21.196 -8.158 -0.101
C21 23.751 -10.634 10.277
O6 23.949 -9.592 9.348
C22 23.253 -8.401 9.629
C23 23.638 -7.363 8.596
C24 25.135 -7.056 8.623
N6 22.981 -6.089 8.954
H56 22.805 -11.142 10.020
H57 23.628 -10.279 11.305
H58 24.605 -11.299 10.160
H59 22.170 -8.608 9.570
H60 23.413 -8.020 10.644
H61 23.325 -7.686 7.599
H62 25.783 -7.891 8.344
H63 25.481 -6.690 9.592
H64 25.451 -6.272 7.927
H65 22.008 -6.194 8.653
H66 23.289 -5.314 8.378
C25 18.661 -10.884 4.861
O7 18.644 -11.146 6.248
C26 18.830 -12.532 6.502
C27 18.604 -12.753 7.987
C28 19.786 -12.255 8.851
N7 18.321 -14.159 8.271
H67 18.384 -9.832 4.787
H68 17.893 -11.419 4.289
H69 19.609 -11.080 4.353
H70 18.138 -13.132 5.902
H71 19.852 -12.825 6.224
H72 17.723 -12.194 8.302
H73 19.358 -12.270 9.857
H74 20.105 -11.226 8.661
H75 20.712 -12.833 8.852
H76 18.359 -14.331 9.270
H77 19.014 -14.800 7.897



(2)
Formula: C23H46Cl16O4
Source: the OMol25 dataset
Level of theory: the ωB97M-V functional and the def2-TZVPD basis

Values from the calculation:
Structure (SMILES): C1CCOC1.C1CCOC1.C1CCOC1.CC(C)=O.ClCCl.ClCCl.ClCCl.ClCCl.ClCCl.ClCCl.ClCCl.ClCCl
Multiplicity: 1

Cartesian coordinates (Å):
C1 7.226 7.825 15.637
C2 8.561 7.003 15.410
C3 9.210 7.760 14.256
O1 8.339 8.740 13.828
C4 7.061 8.417 14.257
H1 7.512 8.649 16.334
H2 6.324 7.241 16.016
H3 8.328 5.961 15.115
H4 9.167 6.876 16.323
H5 9.500 7.069 13.491
H6 10.105 8.247 14.578
H7 6.577 7.714 13.589
H8 6.524 9.346 14.377
C5 16.226 7.852 14.544
C6 17.733 8.085 14.518
C7 17.939 8.917 13.246
O2 16.658 9.497 12.911
C8 15.696 9.158 13.946
H9 15.924 7.703 15.624
H10 15.835 7.020 13.993
H11 18.424 7.222 14.615
H12 18.007 8.778 15.397
H13 18.259 8.203 12.422
H14 18.653 9.684 13.374
H15 14.645 9.126 13.622
H16 15.708 9.942 14.718
C9 11.375 12.337 13.792
C10 12.114 11.127 13.143
C11 13.435 11.814 12.656
O3 13.663 12.992 13.415
C12 12.572 13.063 14.370
H17 10.653 12.051 14.522
H18 10.857 12.990 13.087
H19 11.459 10.634 12.459
H20 12.307 10.393 13.953
H21 13.498 12.067 11.602
H22 14.186 11.118 12.842
H23 12.342 14.098 14.673
H24 12.978 12.554 15.254
C13 16.159 9.728 8.599
C14 15.206 10.307 9.537
C15 14.080 9.441 9.974
O4 15.315 11.448 9.975
H25 16.547 10.586 8.013
H26 15.621 9.029 7.928
H27 17.051 9.252 9.025
H28 13.685 8.916 9.127
H29 13.306 10.087 10.341
H30 14.464 8.616 10.756
Cl1 17.330 13.733 14.718
C16 16.178 13.736 15.983
Cl2 15.489 12.085 16.019
H31 16.701 13.941 16.924
H32 15.332 14.417 15.811
Cl3 11.628 4.475 15.060
C17 13.015 5.596 15.027
Cl4 12.841 6.657 16.479
H33 13.963 5.086 15.135
H34 12.895 6.227 14.168
Cl5 7.786 12.257 13.949
C18 7.746 13.904 14.471
Cl6 9.337 14.354 15.096
H35 7.659 14.471 13.613
H36 6.946 14.057 15.154
Cl7 10.080 15.884 8.977
C19 10.116 15.426 10.752
Cl8 8.486 15.825 11.384
H37 10.212 14.306 10.871
H38 10.796 16.058 11.208
Cl9 12.564 11.007 7.342
C20 12.551 12.340 8.517
Cl10 11.050 12.281 9.449
H39 13.336 12.122 9.234
H40 12.503 13.284 7.968
Cl11 8.380 9.933 9.523
C21 9.383 9.738 10.961
Cl12 10.529 8.441 10.846
H41 9.911 10.718 11.078
H42 8.731 9.350 11.745
Cl13 16.248 15.252 10.298
C22 14.699 14.464 10.732
Cl14 13.254 15.179 10.068
H43 14.644 13.410 10.514
H44 14.587 14.510 11.831
Cl15 9.072 10.783 18.666
C23 9.656 11.903 17.451
Cl16 11.409 11.974 17.303
H45 9.341 11.609 16.452
H46 9.167 12.929 17.623



Kohn-Sham gap? In order: 9.0 9.8 eV.
Electronic energy? In order: -2022.81497 -8567.85387 Ha.
ΔE to the lowest compared entry with this formula, charge and spin? In order: 148.24 54.37 kJ/mol.